Record 1
DFT (the ωB97M-V functional and the def2-TZVPD basis) results for a structure of composition C49H56BiBrIN4O2PSSe2Te.

Computed properties:
gap between HOMO and LUMO = 6.801 eV
electronic energy = -11167.10038 Eh
HOMO level = -7.0 eV
LUMO level = -0.0083 Eh
ΔE to the lowest compared entry with this formula, charge and spin = 35.4 kcal per mole

The geometry in XYZ format:
```
119
Properties=species:S:1:pos:R:3:forces:R:3
Bi -0.080512 0.004861 0.229111 -0.251 1.497 -0.416
I -4.416410 5.233319 -2.404423 0.331 -0.347 0.180
Te -2.568641 -1.440554 -1.533698 -0.777 -0.824 -0.653
Br 1.642635 -2.144509 -1.424981 0.078 0.021 -0.412
Se 2.097241 -0.130869 1.725552 0.492 -0.388 0.512
Se -1.398912 -2.167790 0.622587 -0.508 -1.287 0.161
S -1.575504 0.962483 2.441915 0.315 0.119 0.589
P 1.508613 -1.885164 3.048382 0.083 0.333 0.182
O -0.376172 -0.041741 -2.187231 0.443 0.370 0.034
O 1.597758 1.964882 -1.088165 0.008 0.067 0.133
N 0.782060 3.213472 1.089391 0.349 -0.102 -0.119
N -3.832751 0.025129 1.398940 -0.053 0.255 0.316
N -1.408392 2.937182 -0.534678 -0.301 0.330 -0.234
N -2.359044 2.004455 -0.542416 0.101 -0.432 0.083
C -6.859785 -2.260898 -2.023473 0.011 -0.102 0.044
C -0.563570 -1.841102 4.855517 0.116 0.092 -0.130
C -0.897850 1.816883 -6.184636 0.056 -0.110 0.272
C -3.199672 1.067876 1.991588 -0.101 -0.143 -0.108
C 2.377184 4.814853 2.679354 -0.028 -0.095 -0.104
C -5.407467 -0.420865 -2.776651 0.097 0.005 -0.049
C 0.290832 3.802844 2.173259 -0.114 0.185 0.330
C 0.305341 -0.412431 -3.245401 -0.009 -0.294 0.237
C -3.965414 2.229010 2.236334 -0.136 -0.145 -0.030
C 5.153833 -2.431213 5.832582 0.032 -0.073 0.021
C -3.413853 2.548876 -1.125186 0.285 0.118 -0.029
C -8.505675 -4.081660 -1.481373 0.071 0.033 -0.022
C 4.864696 -1.157153 5.371327 0.055 0.119 0.054
C -0.785484 1.372809 -4.721754 -0.068 0.143 0.039
C 4.365011 -3.499324 5.441928 0.117 -0.099 0.176
C -5.850292 1.210187 1.150346 0.116 0.028 0.067
C 1.254065 -1.440448 -3.169149 0.062 -0.090 0.264
C -3.692959 -4.421993 -0.204087 0.202 0.002 0.119
C -0.192484 2.536573 -3.915473 -0.083 -0.156 -0.003
C -3.126888 3.864281 -1.496647 -0.234 0.619 -0.245
C -2.203398 1.084139 -4.219392 0.083 -0.023 0.127
C -4.790536 -3.606030 -0.799409 0.086 -0.052 0.070
C -1.824069 4.078733 -1.100197 -0.247 0.057 -0.077
C 1.049183 4.589700 3.017704 0.098 -0.003 -0.076
C 0.114772 0.155822 -4.533925 -0.040 0.036 -0.084
C -4.535661 -2.356012 -1.370779 0.210 -0.045 0.107
C -7.133222 -3.477325 -1.419587 0.080 0.086 -0.030
C -6.076098 -4.131686 -0.809889 -0.110 0.039 -0.074
C 3.087132 -0.936690 -7.503955 -0.084 -0.163 0.072
C 2.616920 2.656801 -0.401007 0.433 -0.020 -0.108
C -0.299559 0.807683 5.617681 0.137 0.038 0.072
C 2.990520 -2.015585 4.137155 -0.029 -0.170 -0.304
C -1.275714 0.014379 6.195406 -0.130 0.009 0.064
C 1.674293 -1.472020 -5.513348 0.081 -0.049 0.099
C 3.286276 -3.293654 4.601605 -0.057 0.120 -0.129
C -5.590096 -1.698404 -2.012695 -0.077 0.162 -0.029
C 2.892920 4.212594 1.547232 -0.152 -0.083 0.009
C 0.429302 -1.052373 4.285646 -0.018 -0.089 -0.208
C 0.555186 0.276505 4.670222 0.026 -0.058 0.147
C -1.409130 -1.309041 5.811716 -0.128 -0.046 0.140
C 3.244847 -3.206289 -6.489594 -0.182 0.227 -0.038
C 3.790116 -0.947590 4.526973 -0.026 0.000 -0.104
C -5.262123 2.303576 1.815584 0.032 -0.295 -0.077
C 2.300070 -2.037700 -6.778396 0.016 -0.037 -0.128
C 1.170062 -2.556789 -7.678959 0.156 0.028 0.056
C -5.106555 0.079294 0.971374 -0.419 0.145 -0.122
C 0.784532 -0.402892 -5.605420 0.050 -0.042 0.025
C 1.922452 -1.977369 -4.251298 0.010 0.025 -0.054
C 2.060229 3.389605 0.789331 0.176 0.137 -0.021
H -6.264711 0.236728 -2.646537 -0.041 0.093 -0.030
H 1.302440 0.906219 4.207086 0.029 0.029 -0.042
H -0.829146 3.414250 -4.008138 -0.095 0.170 0.011
H -3.977891 -5.468133 -0.136477 -0.013 -0.095 0.052
H 2.998641 5.455230 3.286661 0.070 0.032 0.080
H -2.795723 -4.337605 -0.818662 0.056 -0.103 0.044
H 5.997652 -2.594299 6.487713 0.054 0.004 0.036
H -5.486155 -0.801842 0.472810 0.046 -0.053 0.039
H -1.345277 1.037241 -6.796925 -0.017 -0.083 -0.155
H -4.504101 0.105041 -2.479550 0.008 0.189 0.018
H 0.068893 2.094771 -6.598349 0.114 -0.002 -0.106
H -0.754218 3.608390 2.364563 -0.092 0.013 0.085
H 4.598671 -4.495039 5.789284 -0.006 -0.091 0.033
H 3.520017 -1.324003 -8.424013 0.061 -0.050 -0.139
H -4.327657 2.004220 -1.250103 -0.165 -0.181 -0.047
H -2.197535 0.943944 -3.143252 -0.040 0.018 0.063
H 3.377477 1.953623 -0.030305 -0.022 0.110 -0.075
H -3.435920 -4.062154 0.795328 0.026 -0.134 -0.016
H 3.583299 0.046019 4.149227 -0.005 0.028 0.032
H 2.450348 -0.093596 -7.758836 -0.063 0.094 -0.045
H 2.608855 -2.790564 -4.087430 0.110 -0.092 0.001
H 2.715878 -4.010393 -5.985255 -0.013 -0.153 0.095
H 1.575899 -2.984295 -8.593186 0.057 -0.051 -0.159
H 3.110553 3.377134 -1.068474 -0.010 -0.066 0.102
H 0.602421 0.004348 -6.583443 -0.037 0.115 -0.188
H 3.921240 4.369705 1.254718 0.066 -0.040 -0.033
H -8.747739 -4.376251 -2.503338 -0.028 -0.029 -0.018
H -5.311461 -0.644388 -3.838945 0.007 0.070 -0.121
H 0.621524 5.018473 3.910896 -0.093 0.049 0.002
H -2.860761 1.919053 -4.455011 -0.123 0.126 -0.053
H -8.564850 -4.964759 -0.850482 -0.079 -0.057 0.044
H 3.636033 -3.598908 -7.425233 0.063 -0.035 -0.113
H -1.189685 4.935696 -1.192616 0.141 0.211 -0.005
H -6.865277 1.260536 0.795102 -0.098 -0.084 -0.052
H -2.599169 0.182660 -4.683942 -0.091 -0.109 -0.117
H -0.675222 -2.866653 4.529926 -0.042 -0.102 0.011
H 1.985597 1.476554 -1.824302 -0.079 -0.020 -0.073
H -3.480705 3.045481 2.745664 0.047 0.086 -0.008
H 0.610673 -3.329600 -7.156733 -0.105 -0.095 0.030
H 2.670670 -4.126187 4.288102 -0.014 -0.082 -0.019
H -1.943165 0.429108 6.936952 -0.053 0.041 0.057
H 0.478746 -1.763404 -7.949179 -0.089 0.088 -0.049
H -0.204904 1.846725 5.899836 -0.005 0.082 0.040
H -7.646531 -1.742732 -2.552215 -0.165 0.124 -0.062
H -0.115953 2.269920 -2.865387 -0.030 0.033 0.064
H 0.799571 2.789678 -4.286247 0.137 0.052 -0.078
H -1.542412 2.691606 -6.235337 -0.077 0.100 0.002
H 5.483365 -0.323475 5.671055 0.049 0.073 0.013
H -0.501178 2.808839 -0.051907 -0.228 -0.048 -0.106
H 4.085599 -2.893258 -5.876212 0.129 0.003 0.117
H 3.894233 -0.570407 -6.872906 0.095 0.052 0.069
H -3.297177 -0.842499 1.269103 0.115 0.237 -0.022
H -9.260019 -3.365631 -1.159912 -0.084 0.003 0.042
H -6.251723 -5.096995 -0.357833 0.027 -0.157 0.088
H -2.174662 -1.927151 6.258211 -0.079 -0.041 0.024
H -5.838292 3.200823 1.974020 -0.053 0.146 0.050
```
Positions in Å, forces in eV/Å.

=====

Record 2
DFT (the ωB97M-V functional and the def2-TZVPD basis) results for a structure of composition C32H40BrCl2N4RuSeSi.

Computed properties:
gap between HOMO and LUMO (alpha / beta) = 4.025 / 3.861 eV
electronic energy = -7742.64519 Eh
expectation value of S² = 0.80
total charge = -2
HOMO level (alpha / beta) = -0.2 / 0.0 eV
LUMO level (alpha / beta) = 0.1418 / 0.1418 Eh
2S+1 = 2
ΔE to the lowest compared entry with this formula, charge and spin = 18.2 kcal per mole

The geometry in XYZ format:
```
82
Properties=species:S:1:pos:R:3:forces:R:3
Ru 1.357903 -1.691984 -1.553178 -0.802 -0.056 -0.209
Br -1.081832 0.253718 1.212539 -0.099 -0.069 0.032
Se -2.448420 1.522362 -2.749295 -0.074 0.034 -0.015
Cl 4.150153 1.449761 -3.565236 0.001 0.010 -0.002
Cl 4.043015 -3.932149 -2.481193 0.052 -0.034 -0.021
Si -1.221901 2.187828 2.305566 0.134 0.061 -0.030
N 2.936270 -1.046817 -2.479829 0.026 -0.178 0.043
N -0.129595 -2.971623 -0.783713 0.441 0.041 -0.661
N -0.070230 -0.142605 -2.121389 -0.004 -0.176 -0.021
N 0.702346 -2.796644 -3.307589 -0.264 0.091 0.804
C -0.908680 -4.446303 -4.087463 0.097 0.125 0.290
C -0.776864 -3.749914 -1.731063 -0.103 0.051 0.609
C 6.715670 -1.550907 -4.288443 0.024 0.000 -0.008
C -0.881999 3.882942 0.035499 0.011 -0.030 0.002
C -0.527918 -3.130966 0.492537 0.041 0.152 0.120
C -1.529499 -3.982855 0.890541 -0.308 -0.334 -0.417
C -3.283077 4.142095 2.739829 -0.014 -0.019 0.027
C -2.203782 -4.763092 -0.069349 0.138 0.228 0.467
C 4.807790 -2.494162 -3.135936 0.058 -0.020 -0.023
C -0.997795 0.508543 -2.367250 0.136 -0.046 0.003
C -0.144793 3.423302 1.303452 0.020 0.030 -0.033
C 1.020498 1.670644 3.998944 -0.008 -0.022 -0.003
C -0.332192 -3.657272 -3.057710 0.282 0.133 -0.601
C 1.157318 2.763868 0.810653 -0.005 -0.005 0.016
C 4.865758 -0.150823 -3.619241 0.059 -0.010 -0.050
C -3.751624 2.421458 0.992545 -0.012 0.007 0.002
C -2.417813 -5.418822 -2.459313 -0.018 -0.016 0.098
C 6.090289 -0.301187 -4.213770 -0.041 0.010 0.012
C 0.212938 4.673174 2.124863 -0.017 -0.005 0.007
C 2.247824 -1.511271 0.043902 0.206 -0.088 0.072
C 6.035604 -2.637620 -3.733435 -0.048 -0.001 0.017
C -0.827402 2.957928 5.060795 0.018 0.017 -0.015
C -1.818736 -4.650511 -1.392659 0.119 0.068 -0.244
C -1.987914 -5.325783 -3.732968 -0.027 -0.017 -0.015
C -1.039444 0.512168 4.648103 -0.020 0.003 0.030
C 4.087658 -1.227394 -3.010491 -0.166 0.046 0.096
C -0.506081 1.831257 4.066461 0.013 -0.013 0.036
C 1.182869 -2.718075 -4.540461 0.134 -0.062 -0.500
C -3.085634 2.666691 2.356531 -0.038 0.013 -0.004
C -0.391600 -4.326251 -5.366685 0.077 0.001 -0.218
C 0.669989 -3.455304 -5.601236 -0.045 0.016 0.279
C -3.852899 1.806449 3.370671 -0.017 -0.002 -0.017
H 3.253918 -1.079193 0.122062 -0.005 0.058 0.066
H -4.809011 2.708673 1.064296 0.016 -0.001 0.000
H -3.003534 -5.439178 0.210551 0.002 0.012 0.013
H -3.705695 1.372127 0.702094 -0.003 0.005 0.004
H 1.311547 0.895870 3.286478 0.004 0.016 -0.002
H 0.866708 4.446822 2.968945 -0.001 -0.002 -0.001
H 6.568542 0.579477 -4.628662 0.005 0.002 -0.001
H 0.749050 5.378409 1.479289 -0.002 -0.012 0.002
H -0.194646 4.492919 -0.561921 -0.007 -0.014 0.005
H 7.682234 -1.671128 -4.759363 0.001 0.000 0.002
H -0.327342 2.750837 6.015419 -0.003 0.000 -0.013
H 6.470639 -3.630916 -3.766662 0.000 0.005 -0.001
H 0.960990 1.936632 0.127568 0.018 -0.002 -0.001
H -0.007907 -2.521624 1.219078 0.014 0.006 -0.031
H 2.009470 -2.027014 -4.665279 -0.011 -0.005 0.010
H -2.834695 4.390560 3.705020 -0.006 -0.003 -0.009
H -3.306061 2.986284 0.177704 0.008 -0.005 0.003
H -0.575077 0.349797 5.629375 -0.010 0.001 -0.014
H 1.735521 3.513635 0.258546 -0.009 -0.015 0.006
H -1.896542 3.032741 5.264464 -0.009 0.006 0.001
H -1.196433 3.047132 -0.594357 0.007 0.029 0.013
H 1.787990 2.389044 1.615052 -0.005 -0.001 -0.020
H -1.756033 4.498449 0.253512 -0.018 0.008 0.002
H 1.912114 -1.913531 1.014328 -0.004 -0.018 0.020
H -2.449108 -5.919082 -4.516238 0.005 0.006 0.011
H 1.096786 -3.339445 -6.588127 -0.003 0.005 -0.002
H -0.816801 -4.915352 -6.173138 0.001 0.007 0.009
H 1.388951 1.370247 4.987843 -0.007 0.005 -0.008
H -4.923873 2.025756 3.279055 0.013 0.001 0.002
H -2.119078 0.510686 4.789630 0.028 -0.002 0.000
H -0.782960 -0.333720 4.010705 0.003 0.002 -0.008
H -1.794011 -4.029365 1.939037 -0.006 -0.015 -0.004
H -3.716821 0.740566 3.175123 -0.001 0.009 0.000
H 1.530202 2.594266 3.726693 -0.007 -0.007 -0.002
H -3.230516 -6.090609 -2.202120 0.006 0.004 0.001
H -3.564900 2.011394 4.402807 0.001 -0.005 -0.003
H -4.357686 4.352544 2.811055 0.012 -0.005 0.001
H -0.670827 5.189388 2.509825 0.016 0.000 -0.001
H -2.869811 4.817981 1.992017 0.007 0.005 -0.011
H -0.481486 3.934052 4.713729 -0.006 -0.021 0.007
```
Positions in Å, forces in eV/Å.

=====

Record 3
DFT (the ωB97M-V functional and the def2-TZVPD basis) results for the ion C9H16O4P with charge -1.

Computed properties:
gap between HOMO and LUMO = 7.051 eV
electronic energy = -994.89433 Eh
total charge = -1
HOMO level = -3.5 eV
LUMO level = 0.1287 Eh
ΔE to the lowest compared entry with this formula, charge and spin = 0.0 kcal per mole
SMILES string = C[C@](O)(C[C@H]1CCCCC1=O)P([O-])O

The geometry in XYZ format:
```
30
Properties=species:S:1:pos:R:3:forces:R:3
P 0.395937 1.986384 0.886846 0.906 0.585 0.812
O -0.506468 1.915674 2.097058 -1.695 -1.243 0.412
O 0.417980 0.368435 -2.811330 2.032 -0.507 -0.641
O 1.152115 -0.182033 2.420788 -1.271 0.107 0.023
O 1.401559 3.194087 1.529673 -1.308 0.562 -0.275
C -0.184638 0.088720 -1.818185 -2.165 0.083 1.736
C 1.568134 -0.439589 -0.056430 0.791 -0.102 0.865
C -2.242364 -1.138119 -0.119259 2.107 -0.422 -0.663
C 1.596297 0.454349 1.240202 0.194 0.467 -1.425
C 0.244801 -0.887374 -0.668601 1.088 -1.209 -2.327
C -1.570508 0.685643 -1.756696 -1.566 -2.551 -0.036
C -0.793909 -1.450671 0.330686 -0.499 1.804 -1.119
C 3.058195 0.817836 1.483391 0.598 1.580 -3.396
C -2.351357 0.319284 -0.458375 -0.258 1.753 -0.368
H -2.574118 -1.809296 -0.934284 0.195 0.374 0.009
H 2.077549 -1.368548 0.240974 0.190 0.073 -0.060
H 2.229950 2.904891 1.239112 2.513 -0.025 -0.609
H -2.031085 0.339661 -2.739025 0.096 0.207 1.223
H 3.693516 -0.052340 1.545922 0.177 -0.356 0.540
H -0.644079 -2.485994 0.565499 0.306 -0.589 -0.045
H -1.815175 1.013599 0.351249 -1.825 -1.624 -1.208
H 0.272069 0.275447 2.641803 1.243 -0.074 -0.180
H 3.118500 1.510207 2.284977 0.343 0.163 1.174
H 3.550406 1.423128 0.545543 -1.288 -1.311 1.832
H -2.885277 -1.309124 0.676686 -1.260 -0.599 1.677
H -1.457882 1.712433 -1.852598 0.225 2.002 -0.109
H -3.488195 0.469222 -0.563195 1.690 0.686 0.156
H 2.177623 0.014971 -0.885549 -0.483 -0.202 0.911
H -0.566211 -0.863314 1.198773 -0.510 -0.117 0.800
H 0.617437 -1.742547 -1.304624 -0.565 0.486 0.290
```
Positions in Å, forces in eV/Å.

=====

Record 4
DFT (the ωB97M-V functional and the def2-TZVPD basis) results for the molecule C4H6N2O.

Computed properties:
gap between HOMO and LUMO = 9.581 eV
electronic energy = -340.71566 Eh
HOMO level = -8.7 eV
LUMO level = 0.0322 Eh
ΔE to the lowest compared entry with this formula, charge and spin = 49.7 kcal per mole
SMILES string = Cc1cc(N)on1

The geometry in XYZ format:
```
13
Properties=species:S:1:pos:R:3:forces:R:3
O 1.020608 -0.525863 -1.292531 -0.266 -0.158 -0.224
N 1.296135 0.642312 -0.585922 -0.276 0.242 0.314
N -0.600824 -2.120667 -1.445554 0.122 -0.225 0.030
C -0.179994 -0.648175 0.572753 -0.034 0.006 -0.231
C 0.198125 1.849095 1.186712 0.119 0.100 0.158
C 0.535939 0.582049 0.474774 0.031 0.178 -0.136
C 0.047118 -1.195408 -0.653276 0.052 0.120 -0.026
H -0.895184 1.942263 1.156914 0.245 0.055 0.119
H 0.520953 1.891639 2.226250 0.033 -0.011 -0.009
H 0.616018 2.682757 0.618027 0.056 -0.060 0.246
H -1.610016 -2.061493 -1.370319 0.243 -0.122 0.132
H -0.746788 -1.014325 1.417607 -0.259 0.159 -0.413
H -0.317183 -1.964690 -2.406201 -0.067 -0.283 0.041
```
Positions in Å, forces in eV/Å.